{"formula": "C66H165N11O22", "method": "ωB97M-V/def2-TZVPD", "homo_energy_ev": -7.996, "total_charge": 0, "e_above_lowest_kcal_mol": 117.9, "fmax_ev_per_a": 3.86, "e_lumo_ev": 0.60, "smiles": "COCCNCCOC.COCCNCCOC.COCCNCCOC.COCCNCCOC.COCCNCCOC.COCCNCCOC.COCCNCCOC.COCCNCCOC.COCCNCCOC.COCCNCCOC.COCCNCCOC", "symbols": ["C", "C", "H", "C", "H", "H", "C", "H", "H", "H", "H", "H", "H", "N", "H", "C", "H", "C", "H", "H", "H", "N", "H", "H", "C", "C", "H", "H", "H", "O", "H", "H", "H", "C", "H", "H", "H", "H", "H", "H", "H", "H", "C", "H", "H", "H", "H", "O", "H", "H", "H", "H", "H", "H", "H", "H", "H", "H", "C", "C", "H", "H", "O", "C", "O", "C", "H", "O", "H", "H", "H", "H", "O", "H", "H", "H", "H", "C", "C", "O", "H", "H", "C", "H", "H", "H", "O", "H", "H", "H", "O", "C", "H", "C", "O", "O", "H", "C", "H", "C", "H", "H", "H", "H", "H", "H", "H", "H", "N", "C", "H", "H", "O", "N", "H", "H", "C", "H", "H", "H", "C", "O", "C", "H", "H", "H", "H", "H", "H", "N", "C", "C", "H", "H", "N", "H", "H", "C", "C", "H", "H", "H", "H", "O", "H", "C", "H", "H", "H", "C", "H", "H", "H", "H", "H", "N", "H", "H", "H", "N", "C", "H", "C", "H", "N", "H", "C", "C", "H", "H", "C", "H", "H", "H", "C", "H", "H", "H", "H", "H", "O", "C", "O", "C", "H", "H", "H", "C", "H", "H", "O", "H", "C", "O", "C", "H", "C", "H", "H", "H", "C", "C", "C", "H", "H", "H", "H", "H", "C", "H", "C", "H", "C", "C", "C", "C", "H", "H", "C", "H", "C", "H", "H", "C", "C", "C", "H", "C", "H", "H", "C", "H", "H", "H", "H", "H", "C", "H", "H", "H", "N", "H", "H", "H", "C", "H", "O", "C", "C", "O", "H", "C", "H", "H", "N", "O", "H", "O", "C", "H", "H", "C", "H", "H"], "xyz": [[-0.344252, 4.820166, 2.652757], [-0.993463, 5.398490, 1.418672], [1.038714, 3.486329, -3.506023], [0.867719, 3.282768, -4.572788], [0.762341, 4.804974, 2.491688], [-3.226439, -1.626527, 0.265474], [-5.432804, -1.008165, -4.766547], [0.270024, -4.711237, 0.693269], [-3.497426, 6.240777, -2.017452], [6.962837, 0.618345, -2.940559], [4.132154, -2.170145, -2.829449], [-7.171712, -3.235399, -4.965922], [-0.026907, 6.324158, -1.082785], [1.749536, 0.715390, 9.069014], [2.125296, -1.542089, -4.231188], [-3.386205, -2.019114, -4.309963], [-2.269879, -8.074178, -4.194458], [-3.052740, -8.593126, -3.682379], [4.131406, 0.117832, 1.383851], [8.914015, -1.958990, -5.128810], [-5.138901, -0.196011, -4.073569], [-7.554436, -2.373903, -5.307262], [6.370716, -1.830923, 8.346108], [-9.270652, -3.529243, -5.595903], [-3.763647, -2.440897, 0.880666], [2.771749, -0.752790, -3.716895], [-0.542998, 0.441670, 5.421338], [5.514372, 1.903514, -1.371666], [-0.873754, -4.922826, 2.008944], [-0.111494, -3.434317, -4.169122], [-4.643966, -2.458248, -1.550125], [-0.334862, 0.786270, -5.755683], [1.459813, 3.842238, -0.788018], [8.101558, -1.359131, -5.509664], [-4.175496, 1.825432, -3.786631], [0.910814, -1.312412, 8.750795], [7.296046, 1.134328, -6.447553], [1.510689, 0.680942, 4.310643], [-2.745923, 4.138543, -0.267301], [9.885202, 2.534367, -1.247971], [3.075986, 2.766550, -6.047594], [7.442204, -0.829465, 10.132555], [-0.089350, 5.401017, 5.032093], [-4.525826, -3.562150, -8.089772], [6.451367, 0.060102, 12.062852], [-7.161178, -1.355677, -3.500074], [-0.619302, 6.066083, 5.678886], [5.421881, -0.101055, 7.663606], [-3.349780, -5.738077, -4.245520], [-2.429235, -9.171560, -2.955648], [0.844313, -3.934747, 3.807059], [-0.406262, 0.673994, 10.451010], [-0.836771, -1.109493, 10.342940], [-0.578360, 3.746886, 2.971139], [4.557932, 0.159962, 13.653299], [-2.901330, -0.213068, 2.213217], [2.914168, 2.644112, 8.314698], [2.719797, 1.028160, 1.854098], [0.663914, -2.982766, -6.371862], [-3.636953, 2.556699, -4.409617], [-1.407181, 7.353623, -1.174364], [-2.310691, -3.741272, -8.782042], [0.179300, -3.057516, 1.981764], [-0.421076, -4.225597, 1.377212], [-4.183924, -3.601163, 0.121573], [3.715877, 1.127246, 1.473813], [1.304940, 4.120110, -5.086521], [-1.761839, -0.041305, 3.896536], [4.821419, -1.409647, 6.310076], [1.789831, -3.764740, -4.720693], [2.455630, 0.312307, -6.110929], [2.436119, -1.410958, -0.042031], [-0.451741, -0.217418, -1.066845], [1.273171, 1.027951, 12.710283], [-3.254402, -1.153922, -3.667483], [-3.925245, 3.727737, -1.913926], [1.467117, -0.875632, 10.470367], [0.780277, -3.890867, -5.176620], [-0.271576, -4.224327, -3.002699], [-1.158528, -0.027417, 8.571814], [-2.912964, 5.747730, 2.084217], [-7.425435, -0.230031, -4.916772], [-4.505515, 3.241539, 3.068275], [-1.136108, -0.301638, 1.892324], [-5.069001, -7.280785, -4.721580], [1.102160, 1.193073, 0.217938], [3.686751, 1.601498, 0.113292], [0.697621, 1.050356, 7.339622], [-3.040213, -1.742098, -5.336036], [6.161522, 0.061253, -5.491287], [-3.104572, -2.099733, -7.944298], [-6.985473, -1.232344, -4.643687], [9.585469, 2.027078, 0.454853], [4.381904, -0.158632, 12.623538], [-4.790903, -2.196440, -4.326071], [2.357766, -2.311384, -1.961112], [2.333287, 0.212894, 6.992552], [2.028603, 0.456871, 13.157491], [-6.034757, -2.917828, -0.568988], [-4.436093, -2.541665, -8.342869], [-2.126460, 2.419319, -6.058028], [4.387811, -1.330003, 12.609459], [0.571586, -3.942195, -2.330091], [4.184499, 0.766980, -6.370174], [5.391742, 3.072301, -2.740265], [-10.525251, -2.857172, -3.758423], [-5.166687, -2.009038, -7.700837], [-5.118075, -0.739663, -5.785389], [3.832903, -0.235555, -4.598158], [1.225609, -3.394098, 2.892303], [3.328178, 2.446685, -4.305645], [-2.073474, -2.350908, -9.772310], [-3.862054, -7.688856, -2.983556], [-2.864744, 3.494250, -3.669821], [3.888762, -0.820968, -1.823264], [4.661131, 3.604889, 5.621289], [6.648714, -0.255980, 9.639484], [1.785703, -3.170353, -0.282074], [-0.234818, 3.342720, -4.780091], [-0.022230, -2.731675, -9.083790], [-9.045147, -3.204925, -1.508926], [-2.059086, 0.876565, -4.655189], [1.877611, -2.067969, 3.298718], [-1.254605, -4.000989, -2.505785], [2.272849, 0.848871, 14.175288], [-2.139483, 2.992161, -3.266885], [3.032058, 4.190375, 5.178746], [1.797334, 2.247646, -1.624756], [-0.253104, 4.297105, 5.158943], [-4.168920, -4.819344, -2.599030], [-0.696422, -2.459000, -8.249890], [-2.104042, -2.648964, -8.753368], [1.392982, 3.067981, 7.425011], [2.878694, 3.498029, 0.888396], [6.301263, 1.295408, -3.237244], [0.576359, -4.892643, -5.478786], [-0.702857, -2.193700, -1.567392], [2.267622, 2.402281, 7.413850], [3.355355, -1.487560, -2.542253], [-3.069263, -2.759815, 1.614935], [-0.467035, -1.376106, -7.987744], [5.941975, -0.266915, 5.637933], [-5.794275, -6.988585, -3.176152], [-8.784716, -3.493501, -2.893418], [-5.142043, 4.675065, 0.208560], [-4.504421, 4.062892, 0.842491], [-4.690517, 2.151637, 2.735536], [2.686312, 0.730120, 9.459344], [-4.696420, -2.456889, -9.393028], [-9.465924, -2.538805, -3.735229], [-5.007623, 3.390291, 4.050395], [1.654815, -0.568276, 13.341889], [0.053775, 1.166139, -2.449544], [7.159629, -1.832723, -5.280795], [-0.536091, 6.904723, -2.694255], [0.740484, 2.135883, 0.175218], [6.871447, 0.833099, 9.663631], [-4.938619, -4.969739, -4.545495], [-2.567989, 3.318332, 1.281846], [5.438590, -0.450048, 10.426443], [-1.911569, 0.140975, 2.533407], [2.803588, -2.390945, 3.935831], [1.074004, -0.520145, 9.494054], [9.294758, 3.662385, -0.203783], [-2.408249, 5.422162, 1.310146], [8.117911, -1.258100, -6.579872], [-5.070701, -3.268420, -0.972239], [0.758032, 0.114494, 3.760310], [5.346159, 1.363926, 11.531851], [-3.011627, -2.952188, -3.907920], [-2.985347, 4.182950, 0.803138], [7.387075, -0.536979, 7.579706], [-2.926748, -0.734796, 9.432470], [-3.430773, 3.275748, 3.222577], [-4.860532, -6.951121, -3.679925], [-9.339272, -1.532503, -3.290924], [-8.747363, -4.055443, -0.884612], [-2.625292, 6.080685, -3.558415], [3.704536, 4.259917, 6.903202], [-2.834382, 1.004774, 9.223251], [8.137866, -0.049822, -4.881174], [6.764278, 1.823342, -4.488229], [-0.639710, 5.717710, 3.750794], [-9.020381, -2.548915, -5.145994], [-1.665303, -1.130263, -2.519576], [-0.556632, 4.931504, 0.574262], [0.743520, -1.895026, -6.042899], [6.516651, -0.728975, 8.210765], [-1.691259, 1.100431, -2.063764], [-4.591100, -1.949227, 1.327629], [7.931151, 2.219127, -0.713886], [4.668429, -0.147255, 9.806425], [5.118505, -0.367215, 6.338981], [1.393907, 2.089129, -5.096173], [5.424631, 0.284575, 11.662324], [4.524355, 0.176440, -4.000247], [6.084237, 2.370030, -2.188622], [4.350985, 0.379241, 6.057887], [-9.531124, -1.744223, -5.769124], [3.488667, -2.828913, -0.349340], [-4.353766, -5.586496, -3.834594], [-0.687120, 1.029689, -1.624670], [-0.410112, -0.205116, 9.783230], [-0.615591, 1.652095, 4.105655], [-3.498261, -5.278015, -1.924796], [2.002085, -4.068109, 2.463608], [0.046949, -1.176977, -2.856116], [7.052712, 4.006102, -1.113498], [-5.334287, -4.480717, -1.855976], [-6.101201, -4.049173, -2.513083], [-0.685595, -1.216470, -2.028687], [4.261979, 1.738335, 2.181065], [7.341043, 3.059791, -1.656967], [1.732450, 2.823225, -0.686733], [-0.844613, 6.565104, -1.743984], [7.088559, 0.693585, -5.417400], [-1.840881, 1.223532, 2.317237], [0.048491, -1.712483, 3.971933], [9.221445, 2.636001, -0.385396], [2.006684, -0.057022, -3.352883], [-0.569218, 0.601154, 4.381169], [7.996210, 3.347204, -2.451332], [2.381088, -1.565595, 2.417337], [-2.541098, 0.018660, 8.752323], [-1.166935, 0.150984, -5.413762], [2.509880, -2.414104, -0.579011], [1.549900, -3.098792, -7.025907], [-2.816695, 1.834546, -5.435638], [-8.412410, -2.345278, -1.157604], [-3.701503, -9.236048, -4.328592], [-0.519934, 2.049737, -0.536160], [-4.531904, 4.725118, -3.294505], [-5.835232, -5.332011, -1.288324], [-4.493306, 3.054810, -4.913838], [0.981392, 5.587411, 5.074839], [0.677581, 0.554311, 2.780694], [-2.798134, 5.619552, -2.596928], [-1.480521, 1.842442, 0.092877], [-0.565051, 6.403878, 1.482367], [-1.210875, -3.786942, 0.695812], [-0.548939, -3.282124, -7.088785], [-4.720117, 3.076374, 0.563350], [6.010622, 2.455494, -4.861302], [-3.034609, -0.216262, 7.814804], [3.630369, 3.715899, 5.971439], [-1.360948, -3.029234, -6.500309], [3.022784, 2.427028, 6.184401], [3.350880, 0.729105, -5.651746], [2.820764, 2.095537, -5.249846], [3.102869, 0.404464, 12.177299], [-0.754951, 2.966495, -1.067618], [1.758413, 0.972366, 7.632476], [-0.245862, -5.310531, -3.230242], [7.699582, 2.362921, -4.204344], [0.913484, -1.254340, 3.911043], [-4.953655, 4.248442, 2.211742], [3.829085, 3.433714, -0.613245], [-1.619064, 5.354433, -1.865146], [-3.609746, 4.329447, -2.800697], [-3.373580, 1.308555, -6.161384], [-1.704718, -0.309429, -6.255368], [3.060422, 2.931020, -0.015189], [-0.716095, -0.631785, -4.854814], [-10.096263, -2.882638, -1.500779]], "forces_ev_per_angstrom": [[0.8584, -1.0477, 1.9835], [0.6572, 0.7039, 1.4360], [0.0597, -0.5990, 0.0042], [-1.0195, 0.5242, -0.3045], [-0.5007, 0.0638, -0.0242], [-0.6594, -1.3188, 0.3606], [-1.1294, -1.1092, 0.4942], [0.4151, -0.2728, 0.1257], [0.4684, 0.5470, 0.1447], [0.6295, -0.6509, 0.6363], [0.7230, -0.3283, -0.7672], [0.7557, -0.0829, 0.2673], [0.5596, -0.1061, -0.1830], [0.2784, -0.9874, 0.0504], [0.9183, 0.9380, 0.1294], [-0.9200, 0.4278, -0.5922], [0.2708, 0.4732, -1.2258], [-0.2381, -0.6985, 0.4129], [0.1800, 0.2282, 0.3418], [0.2908, 0.0136, -0.0071], [-0.2607, -0.0122, -0.3358], [-0.7177, 0.1111, -1.1742], [-0.0580, 0.3568, -0.7443], [0.1248, 0.4921, 0.0714], [0.5266, 0.2332, -2.4698], [-0.9287, -1.3284, -0.8744], [-0.2301, -0.0560, 1.3736], [0.2650, 0.2982, -0.1150], [-0.5358, -0.9510, 1.5032], [-1.4153, 0.1140, -0.4542], [0.2236, 0.1315, -0.3852], [-0.2557, -0.1265, -0.2562], [-0.8505, 1.0330, -0.7515], [-0.0500, 0.9308, 0.8394], [0.3319, -0.3219, 0.1163], [1.2324, -0.1204, -0.1445], [0.0935, -0.7234, 0.9308], [0.3201, 0.1896, -0.0352], [0.3505, -0.2608, 0.3312], [0.2309, -0.5368, -0.1224], [0.1213, 0.7804, -0.4565], [0.1854, 0.2996, -0.1420], [-0.3294, -1.4123, -1.9881], [-0.0680, -1.4622, 0.2956], [-0.9108, 0.4247, 0.2952], [0.3428, 0.5094, -1.4094], [-0.2271, -0.0740, 0.8943], [-0.5009, 1.3354, 0.6502], [-0.0076, 0.4245, -0.2816], [-1.1167, 0.0514, -0.2579], [0.0476, 0.5642, -0.7129], [-0.5364, -0.0429, -0.3161], [0.3119, 1.1047, -0.5566], [-0.2051, 1.1590, -0.5719], [0.1929, 0.1614, -0.0615], [0.3064, 0.0181, 0.2225], [-0.3811, 0.1047, -1.0970], [-0.7652, -0.0255, 0.2784], [0.5628, 0.9122, 0.3973], [-1.6922, 0.2277, -1.1906], [0.1310, -0.5516, -0.7331], [0.4283, 0.2129, -0.0857], [0.0188, -1.7739, 0.2644], [-0.1791, 2.9786, -2.4549], [0.1583, 1.0937, -0.0956], [-0.0488, -0.7711, -1.2534], [0.2901, 0.6568, -0.4414], [0.9649, -0.3999, 0.8721], [-0.6586, -0.2657, -0.5828], [-0.1892, -0.5568, -0.5317], [0.2407, -0.6528, -0.4381], [-0.3369, -1.1969, -0.5807], [-0.4003, -1.0127, 0.1888], [-1.0714, 0.8809, -0.5532], [0.8269, 0.0345, 0.2269], [0.0990, 1.0304, -0.0274], [0.1532, 0.0810, -0.8744], [1.2398, 1.4931, 1.5184], [0.4508, -0.0791, 0.2345], [1.0138, -0.2702, 0.5010], [-0.3878, 0.5679, 1.4206], [-0.0824, -1.2047, -0.0866], [-0.3135, -1.4536, 0.7933], [-0.1027, -0.3970, 0.2790], [0.3185, -0.5794, 0.4921], [-0.0909, -0.4483, 0.4345], [-0.6480, 1.2159, 1.4984], [0.4312, -0.8758, -0.1783], [0.0507, -0.5062, 0.6928], [0.7311, 0.3582, -0.1045], [-1.0882, 0.7461, -0.6003], [0.8191, 1.0478, 2.4766], [-0.1147, 0.3422, -0.3095], [-1.6727, -1.8093, 0.0677], [-0.8381, 0.1044, -0.7216], [-0.1853, 1.0149, -0.1051], [-0.8076, 0.9668, 0.8202], [1.7381, -1.8056, 0.4152], [0.1123, -0.0164, 0.1117], [0.4961, 1.1325, 1.3229], [0.0077, 0.5639, 0.5406], [-0.3914, 1.9137, 0.0690], [-0.5730, -0.5248, -0.0881], [-0.5115, 0.4123, 0.0319], [0.7485, -0.2506, 0.8878], [0.0564, 0.5872, 0.3173], [0.4999, -0.0946, -0.5443], [-0.0572, -0.0859, 0.0236], [-1.9602, 0.2838, -0.4547], [0.3398, 0.1480, 0.1211], [-0.4899, -0.1760, -0.6407], [-0.7800, 0.9051, -1.1437], [-0.7147, -0.2258, 0.9232], [-1.0172, 0.4314, -2.2623], [-0.8682, -0.0518, -0.0807], [-0.1503, -0.2977, -0.1457], [0.4555, 1.1653, 0.6849], [-0.2603, 0.4348, 0.5322], [0.9678, -0.3802, 0.2877], [-0.0860, -0.1140, 0.5170], [0.5627, 0.9766, -0.8819], [-0.8264, 1.0401, 0.4984], [2.5303, -1.0460, -0.5846], [0.8747, -0.0701, -0.6692], [0.3735, 0.0936, -0.9077], [1.6904, -0.6472, 1.3537], [0.3090, 0.4675, 0.4789], [0.2389, 0.7004, -0.1423], [0.0074, 0.9001, 0.7017], [1.5463, -0.8837, 0.7405], [-0.2131, 1.1077, 0.0411], [0.1382, -1.6788, 0.0197], [0.3959, 0.2399, -0.2697], [0.4571, -0.3271, 0.7854], [-1.4042, 0.7529, 1.4330], [-0.1078, -0.9929, -0.0670], [0.4544, 0.0080, 0.3315], [1.1622, -0.8503, 0.5139], [0.6551, -0.0210, 0.4902], [0.5221, -0.4390, 0.7633], [-0.3844, -0.7611, -0.5166], [0.6074, 0.2314, 0.0434], [-0.7856, -0.2663, 0.8718], [0.3350, 0.3499, -0.2502], [0.4977, 0.6470, 0.0793], [0.5675, 0.9988, 2.1965], [-0.1776, 1.5417, 0.0859], [-0.0314, 0.0406, -0.1518], [0.3762, 0.5213, -0.2789], [-0.9144, -0.1509, 1.4649], [0.3328, -0.1209, -0.6972], [0.0150, 0.2879, -0.1574], [-0.4174, 0.1542, 0.0970], [-0.4097, -0.2909, 0.3143], [0.4674, 0.5021, -1.1078], [0.2389, 0.2624, -0.4545], [0.4536, -0.3641, -0.1936], [0.1630, -0.2613, 0.3492], [0.2676, -0.6871, 0.3252], [-1.5146, -0.4386, -1.7126], [-0.2035, 0.9231, -1.2288], [-1.4202, 0.7288, -0.4120], [-1.9250, 0.8092, 0.2481], [-0.2776, 1.8712, 0.9774], [-0.7118, -0.7148, -1.5629], [0.4190, 0.0659, -0.6283], [0.0529, -0.6125, 1.3383], [-0.9688, 1.9131, 0.8046], [0.0743, 0.3401, -0.0857], [0.5554, 0.0985, -0.0352], [-0.3663, 1.0980, -1.5530], [0.3757, -0.0717, 0.3043], [0.2726, -0.4470, 0.4372], [0.3268, 0.2059, 0.1838], [0.4599, -0.9396, -1.4110], [-0.3133, -0.3452, -0.1487], [-0.5744, 0.0155, -0.3413], [0.2880, 0.0483, -0.4010], [-0.3434, 0.4346, 0.1211], [-0.0124, -0.7622, -0.8355], [0.1882, -1.3225, -0.7499], [2.0592, -0.3229, 1.5036], [0.0731, -0.1610, -0.6968], [1.2149, 0.3656, -1.6988], [0.0226, 0.3857, 0.3054], [0.2375, -0.6090, -1.0206], [-0.2503, -0.9598, -0.1602], [-0.0197, -1.3223, 0.8717], [0.0109, 0.0119, 0.0405], [-1.0195, 0.3509, 0.6089], [0.0715, -0.5647, 0.0511], [0.3694, -0.3288, 0.6315], [-0.5859, 0.0351, -0.3622], [0.5790, -0.5853, 0.4286], [1.9952, -0.1347, 0.1873], [0.6226, 0.6591, 0.1726], [-0.6603, -0.7360, -1.6488], [0.1591, -0.8026, -0.0262], [0.3203, -0.9330, 1.0056], [0.4400, -0.0669, 0.2013], [0.9304, 1.8183, 0.3375], [1.3649, 0.1400, -0.5839], [-0.2263, -1.0175, 0.7778], [-0.1770, 0.4403, 0.3072], [-0.8754, 0.4557, -1.3717], [-0.4990, 0.3507, -0.1610], [-0.0326, -0.1690, 0.5309], [0.0705, -0.5144, -0.6184], [-1.2657, 0.6276, 0.5599], [0.0120, -0.4605, -0.3565], [-0.1609, -0.2818, -0.8054], [0.5053, 0.3114, -0.1261], [-1.9097, 0.7711, 1.0151], [-0.0345, -1.3459, 0.2460], [-1.3446, -0.6451, 2.0672], [-1.3072, 0.7431, -1.1610], [-0.2451, -0.0413, -0.1207], [-1.2605, -0.5759, 0.0123], [0.7005, -1.6483, -0.5028], [0.3270, 0.5616, -0.0052], [0.0802, -0.5001, -1.2715], [0.7643, 0.0551, -0.6151], [-0.7747, -0.5050, 0.5044], [-0.5133, 0.9390, 0.9131], [0.4851, 0.2856, -1.5554], [0.0934, 0.3294, 0.5290], [-0.4477, -0.3236, 0.1347], [1.5013, -0.8523, 1.1686], [-0.4946, -0.4501, -0.3773], [0.9251, 0.2511, 0.3113], [-2.8366, -0.0525, 0.0937], [0.5090, -0.7253, 0.1087], [0.6009, 0.8742, -0.3741], [0.5991, 0.1954, 0.0538], [0.2528, 0.1237, -0.0227], [0.6347, -0.2974, -1.2359], [-1.5069, -1.0789, 1.8411], [2.0292, 0.4910, -0.2140], [-0.3800, 0.3384, -0.4836], [0.6310, -0.6086, 0.8040], [-0.2366, 0.2454, 0.5552], [-0.3957, -1.8118, -0.4891], [-0.7612, 1.0466, -0.8377], [0.0532, 0.5960, -0.2933], [-0.3440, -0.9432, -0.6763], [0.6376, -0.4477, -0.0538], [-0.0310, 0.7596, 1.0617], [0.1023, -1.2532, 1.0981], [0.4608, 0.2813, 1.4192], [0.4004, -0.1802, 1.1970], [0.1670, 0.7547, 0.3706], [-0.3595, 0.0589, -0.4148], [0.0455, 0.4462, 0.0626], [-0.3601, 0.2745, -1.2051], [0.2839, -0.7665, 1.0274], [-0.4436, -0.0916, -0.9864], [-0.5781, 0.4850, -0.1224], [0.3002, 1.1003, -0.5348], [0.0406, 0.7154, -0.0130], [-1.2299, -0.8786, -0.7136], [0.2892, 0.0231, -0.1898], [1.3333, -1.5974, -0.7601], [0.1438, -0.7270, 0.8454], [0.1303, -0.4515, 0.9208]]}